{"formula": "C4H6N2", "method": "wB97M-V/def2-TZVPD", "total_energy_ha": -265.46726, "largest_force_ha_per_bohr": 0.027, "homo_ev": -10.246, "relative_energy_ev": 1.859, "smiles": "N#CC[C@H]1CN1", "homo_lumo_gap_ha": 0.4081, "lumo_ev": 0.860, "symbols": ["C", "C", "N", "H", "C", "N", "H", "H", "H", "C", "H", "H"], "positions_angstrom": [[-0.3815, 0.3132, -0.0071], [1.6191, 0.4486, 1.6127], [-1.5946, -0.4686, -0.2453], [0.4533, -1.3140, 1.1762], [-0.7371, -0.1347, -1.3766], [2.5151, 1.0370, 2.0547], [-0.2211, -0.9913, -1.8085], [1.5635, -0.6199, 0.0011], [-1.0576, 0.6097, -2.1037], [0.7841, -0.3733, 0.7221], [-2.4231, 0.1237, -0.2395], [-0.5203, 1.3696, 0.2138]]}